{
  "formula": "C22H25Cl3FNOS2",
  "method": "ωB97M-V/def2-TZVPD",
  "species": ["C", "C", "C", "C", "C", "F", "C", "C", "S", "C", "C", "C", "C", "N", "C", "C", "C", "C", "O", "C", "C", "C", "C", "C", "C", "S", "H", "H", "H", "H", "H", "H", "H", "H", "H", "H", "H", "H", "H", "H", "H", "H", "H", "H", "H", "H", "H", "H", "H", "H", "Cl", "C", "Cl", "Cl", "H"],
  "xyz": [[3.32311, -3.32769, 0.68592], [3.07471, -2.03775, 0.24895], [1.72537, -1.58390, -0.10060], [0.91853, -2.48089, -0.79555], [-0.35146, -2.07498, -1.16966], [-1.11608, -2.94591, -1.86673], [-0.84214, -0.82218, -0.88014], [-2.22390, -0.41714, -1.33344], [-3.42555, -0.50180, 0.02006], [-4.19802, -2.11872, -0.31891], [-5.41849, -2.24623, 0.60278], [-0.02214, 0.07550, -0.18057], [1.25729, -0.28907, 0.20670], [2.18377, 0.58489, 0.88178], [2.80777, 1.49089, -0.16554], [4.33273, 1.49303, -0.08072], [4.91994, 2.65774, -0.88607], [4.30406, 2.77696, -2.27439], [5.20788, 3.44948, -3.14471], [1.53567, 1.43305, 1.84433], [2.21290, 1.69449, 3.02788], [1.68436, 2.53720, 3.98927], [0.45200, 3.14398, 3.78410], [-0.24458, 2.86070, 2.61982], [0.28632, 2.01694, 1.65742], [-0.63029, 1.68907, 0.18821], [3.87539, -4.00107, 0.03269], [3.02494, -3.67760, 1.66829], [3.88080, -1.31517, 0.14064], [1.28070, -3.46103, -1.06398], [-2.18834, 0.58393, -1.76304], [-2.52896, -1.07189, -2.14808], [-3.45979, -2.90502, -0.17084], [-4.46888, -2.09749, -1.37418], [-5.24234, -1.62729, 1.48344], [-6.28622, -1.84504, 0.08638], [-5.54345, -3.28644, 0.89083], [2.44499, 1.17906, -1.14428], [2.44904, 2.51054, 0.00264], [4.58434, 1.60574, 0.97407], [4.69918, 0.53776, -0.46068], [6.00141, 2.57549, -0.98875], [4.68765, 3.56726, -0.32492], [4.10938, 1.76882, -2.66191], [3.35499, 3.31675, -2.20112], [4.82273, 3.41387, -4.02508], [3.17657, 1.23820, 3.21285], [2.21712, 2.73319, 4.91051], [0.02574, 3.82439, 4.50737], [-1.20888, 3.32510, 2.45254], [-7.52459, -3.31732, -2.23135], [-9.16504, -2.84983, -1.78202], [-9.47583, -3.21605, -0.08498], [-9.44116, -1.14047, -2.11428], [-9.85527, -3.42606, -2.38301]],
  "smiles": "C=Cc1cc(F)c(CSCC)c2c1N(CCCCO)c1ccccc1S2.ClC(Cl)Cl",
  "lumo_ev": -0.3,
  "energy_ev": -88709.282,
  "multiplicity": 1,
  "gap_ev": 7.38
}